# 1
84
Properties=species:S:1:pos:R:3:forces:R:3 method="wB97M-V/def2-TZVPD" e_homo_ev="-7.46 / -7.40" s2=2.0049 mol_weight_g_mol=968.45 total_energy_ev=-146801.720 homo_lumo_gap_ev="6.60 / 6.55" spin_multiplicity=3
Pr -0.190883 0.176583 -0.735961 -1.304 -1.199 0.145
Br 5.730411 -4.545360 1.134294 -0.102 0.148 -0.032
C 4.500931 -3.136620 0.762636 0.167 -0.274 -0.003
C 4.425895 -2.040514 1.628090 0.073 -0.240 -0.196
C 3.542709 -1.037643 1.356247 -0.441 0.287 -0.283
C 2.638366 -1.079106 0.253704 1.201 -1.316 0.183
O 1.815123 -0.119805 0.076254 0.026 0.416 0.043
C 2.733054 -2.221611 -0.617404 0.304 0.620 0.812
C 1.916064 -2.453704 -1.761068 -0.671 0.128 -0.650
N 0.807366 -1.856845 -2.076847 0.756 -0.046 0.679
C 0.102371 -2.294575 -3.195912 -0.310 -0.544 -0.797
C 0.143344 -3.583674 -3.710261 0.106 0.633 0.488
C -0.545264 -3.923207 -4.878404 -0.292 0.167 -0.434
C -1.295637 -2.996966 -5.556017 0.186 -0.316 0.133
C -1.437242 -1.697414 -5.035016 0.185 0.216 0.355
C -2.237345 -0.707906 -5.645747 0.086 0.193 0.246
C -2.327104 0.533439 -5.075361 -0.044 -0.266 -0.258
C -1.629942 0.780753 -3.885681 0.261 0.054 0.215
N -0.889850 -0.119989 -3.271645 -0.281 0.282 -0.171
C -0.759608 -1.344696 -3.834861 0.061 -0.451 -0.230
C 3.698219 -3.211224 -0.340911 -0.006 0.002 0.124
H 5.064309 -1.996374 2.498385 0.049 0.039 0.020
H 3.482134 -0.171388 1.997797 -0.039 0.080 0.073
H 2.306317 -3.231969 -2.430060 -0.133 0.060 0.092
H 0.706154 -4.352099 -3.201239 0.045 -0.011 0.066
H -0.468391 -4.933211 -5.252354 -0.001 -0.071 -0.045
H -1.787632 -3.248423 -6.483537 -0.099 -0.063 -0.051
H -2.767235 -0.946818 -6.555446 -0.072 -0.018 -0.107
H -2.930825 1.314381 -5.512272 0.001 0.046 -0.036
H -1.674605 1.764554 -3.427699 0.012 -0.096 0.050
H 3.765154 -4.070857 -0.992324 0.038 -0.052 -0.083
C 3.108170 1.536425 -2.713556 -0.057 0.038 -0.040
C 2.747211 2.587882 -1.717052 -0.481 -0.327 -0.070
N 3.665515 3.419696 -1.316137 0.221 0.029 -0.137
C 3.362234 4.352496 -0.402153 -0.108 0.213 0.290
C 2.149108 4.430179 0.233808 -0.029 -0.107 0.039
C 1.919018 5.463230 1.309897 0.353 -0.130 0.007
O 0.861175 6.353857 1.003995 -0.242 0.282 -0.113
C 1.134980 3.507264 -0.135114 1.026 -0.575 -1.136
C -0.095386 3.480042 0.569419 -1.270 -0.393 0.373
N -0.929457 2.481064 0.563362 1.048 0.408 -0.144
C -2.026263 2.557515 1.417252 -0.706 0.171 0.501
C -1.954820 3.147386 2.687880 0.170 -0.067 -0.256
C -3.043944 3.170574 3.532830 -0.116 -0.006 0.021
C -4.240124 2.585196 3.147385 0.007 0.015 0.025
C -4.342699 1.993374 1.900362 -0.051 -0.077 -0.057
C -3.248782 1.989641 1.058378 0.168 -0.253 -0.740
I -3.452293 1.137349 -0.893179 -0.237 0.389 0.685
C 1.391120 2.613252 -1.228218 1.143 2.288 1.043
O 0.473602 1.931159 -1.787818 0.037 0.534 -1.324
H 4.128960 1.691554 -3.047202 0.057 -0.014 -0.031
H 2.423335 1.577553 -3.559863 -0.014 -0.113 -0.096
H 3.020998 0.548790 -2.253977 -0.024 -0.056 -0.073
H 4.162869 5.041197 -0.168364 0.015 0.109 0.147
H 2.850523 6.019575 1.483347 -0.098 -0.152 0.008
H 1.635112 4.988460 2.253537 0.072 0.043 -0.048
H 1.058618 6.785490 0.164245 -0.012 -0.070 0.071
H -0.332559 4.370495 1.156687 -0.040 -0.108 -0.057
H -1.014237 3.570940 3.012063 0.038 -0.036 0.050
H -2.959002 3.643642 4.500021 0.028 -0.011 0.080
H -5.088890 2.584210 3.812483 -0.099 0.002 0.067
H -5.265123 1.532321 1.582098 -0.074 -0.014 0.000
C -0.891965 -1.290181 5.121570 0.139 0.077 -0.083
N -0.335539 -0.836009 3.866090 -0.106 0.000 0.044
C 0.720032 -1.706824 3.398138 -0.017 0.087 0.038
C -1.296814 -0.482617 2.826165 0.261 0.232 -0.234
C -1.771755 -1.598992 1.909274 0.142 0.198 -0.239
C -2.469939 -2.672109 2.455714 0.048 0.065 0.091
C -2.848338 -3.744792 1.670436 -0.047 -0.058 0.047
C -2.567071 -3.720827 0.317959 -0.002 -0.016 -0.223
C -1.921549 -2.621642 -0.230786 0.183 0.285 -0.027
C -1.468730 -1.525346 0.530948 -0.643 -0.693 0.709
H -0.122668 -1.192132 5.891368 -0.060 -0.063 0.084
H -1.221131 -2.338862 5.105768 -0.049 -0.042 0.032
H -1.734580 -0.655386 5.393236 -0.045 -0.018 0.075
H 1.522231 -1.712181 4.137717 0.098 -0.040 -0.032
H 1.109109 -1.322305 2.454478 0.033 -0.056 0.041
H 0.386123 -2.744169 3.239371 0.025 0.019 -0.047
H -0.786150 0.283737 2.197564 -0.382 -0.297 0.230
H -2.149375 -0.001810 3.321424 0.101 0.084 -0.104
H -2.713214 -2.682400 3.508516 -0.035 0.024 0.146
H -3.360735 -4.588425 2.109967 -0.062 -0.072 0.034
H -2.852098 -4.553114 -0.309452 -0.074 -0.100 -0.092
H -1.761171 -2.633134 -1.313266 0.004 -0.034 0.078


# 2
83
Properties=species:S:1:pos:R:3:forces:R:3 method="wB97M-V/def2-TZVPD" e_homo_ev="-8.77 / -8.33" s2=2.0139 mol_weight_g_mol=826.72 total_energy_ev=-143499.526 homo_lumo_gap_ev="5.82 / 5.28" spin_multiplicity=3 total_charge=+1
Mo 0.239801 0.709320 -0.239828 0.422 -0.230 0.490
C 2.164155 2.706560 -1.956893 -0.082 -0.004 -0.118
N 2.233538 1.709922 -0.868297 0.005 -0.129 -0.008
C 2.503940 2.412452 0.410247 0.002 0.056 0.060
C 2.544461 1.447536 1.575871 0.107 0.006 0.043
N 1.195346 0.963775 1.988885 -0.033 -0.059 -0.152
C 0.672324 1.982972 2.936635 -0.068 0.012 0.006
C 1.303039 -0.286444 2.748655 0.025 -0.043 -0.007
C 2.390913 -0.428868 3.614831 -0.069 -0.051 0.007
C 2.571498 -1.544100 4.406021 -0.032 0.019 -0.034
C 1.630000 -2.559885 4.362640 0.015 -0.001 -0.009
C 0.535440 -2.425295 3.539092 0.021 0.053 -0.007
C 0.350080 -1.303499 2.717224 -0.044 -0.060 0.104
S -1.123006 -1.627125 1.783478 0.087 0.009 -0.177
C 3.359493 0.784409 -1.112964 -0.069 0.022 -0.011
C 4.589165 1.297691 -1.520168 0.019 -0.083 -0.007
C 5.675409 0.462397 -1.702165 -0.052 -0.003 0.022
C 5.531630 -0.900044 -1.461159 0.036 0.044 -0.023
C 4.318344 -1.405745 -1.046814 -0.056 -0.019 0.022
C 3.202922 -0.577415 -0.859084 0.015 -0.025 -0.013
S 1.668641 -1.271316 -0.359718 0.238 0.029 0.021
H 2.921095 3.485696 -1.843029 -0.004 0.021 -0.016
H 2.322459 2.208350 -2.911353 -0.033 0.025 0.025
H 1.180830 3.170386 -1.975056 0.056 0.000 0.005
H 1.742892 3.186380 0.550727 0.029 -0.041 0.005
H 3.476220 2.917101 0.345971 -0.031 0.001 0.022
H 3.022411 1.966328 2.413626 0.023 -0.024 -0.043
H 3.157734 0.583916 1.320421 -0.042 0.082 -0.004
H 1.372660 2.092738 3.769150 -0.027 0.023 -0.002
H -0.287578 1.676398 3.338105 -0.018 -0.001 0.016
H 0.570700 2.942032 2.431141 -0.024 0.033 0.005
H 3.127171 0.357512 3.670748 0.036 0.035 0.009
H 3.434408 -1.614058 5.052079 0.028 -0.001 0.019
H 1.740287 -3.446815 4.969294 0.004 -0.032 0.018
H -0.200796 -3.219713 3.511401 -0.058 -0.025 0.004
H 4.709840 2.357194 -1.697108 0.005 0.051 -0.012
H 6.622627 0.869135 -2.023277 0.052 0.020 -0.020
H 6.372187 -1.565724 -1.596748 0.042 -0.033 -0.006
H 4.203957 -2.464066 -0.855277 -0.005 -0.041 0.012
C -1.719654 -2.869916 -3.351537 0.043 0.061 0.064
C -0.762443 -2.388494 -2.429844 -0.188 -0.170 0.064
N -1.070833 -1.687895 -1.373408 -0.253 -0.245 0.157
C -2.370278 -1.404710 -1.136196 -0.014 0.081 -0.039
C -3.402797 -1.809998 -2.006065 -0.003 -0.067 -0.023
C -3.032127 -2.572565 -3.139267 -0.015 0.033 0.008
C -4.743534 -1.448183 -1.734240 0.040 0.038 0.027
C -5.028852 -0.704087 -0.631510 0.047 -0.008 -0.034
C -4.001466 -0.289776 0.245772 -0.155 -0.062 0.006
C -2.698745 -0.624959 0.011680 0.077 0.050 -0.129
N -1.599917 -0.176526 0.887001 -0.136 0.083 0.171
C -2.092023 0.878748 1.765490 0.073 0.061 0.047
C -2.807312 0.624957 2.903448 0.100 0.050 0.039
C -3.368049 1.678473 3.651524 0.021 0.035 -0.059
C -3.235314 2.968230 3.225363 0.030 -0.048 -0.029
C -2.476214 3.260685 2.068369 -0.045 0.108 0.046
C -2.274962 4.588094 1.618256 0.024 -0.083 -0.025
C -1.474810 4.803762 0.537782 0.007 -0.100 0.024
C -0.827678 3.705925 -0.056155 0.057 0.065 0.015
N -0.975968 2.453464 0.326546 -0.217 0.168 0.178
C -1.860065 2.213445 1.356287 0.076 -0.047 -0.055
H -1.403245 -3.453763 -4.203089 0.019 -0.030 -0.035
H 0.294065 -2.586727 -2.572482 0.054 -0.056 0.018
H -3.801161 -2.907726 -3.823308 -0.022 -0.016 -0.016
H -5.524971 -1.762848 -2.412505 -0.028 -0.025 -0.025
H -6.046222 -0.415227 -0.411513 -0.045 0.010 0.004
H -4.279287 0.312861 1.096859 -0.015 -0.038 -0.076
H -2.959992 -0.398199 3.216129 0.005 -0.021 0.010
H -3.929393 1.451097 4.546190 -0.012 -0.006 0.033
H -3.687071 3.783856 3.772435 -0.023 0.041 0.027
H -2.749848 5.405901 2.141829 -0.033 0.039 0.027
H -1.290928 5.794026 0.150259 -0.006 0.051 -0.017
H -0.141653 3.882513 -0.872122 -0.014 -0.010 0.011
Br -2.769881 2.102004 -2.194315 -0.072 -0.072 0.017
C -1.321397 1.289480 -3.089600 0.108 -0.019 -0.026
C -1.403765 1.317904 -4.476754 -0.006 -0.060 0.005
C -0.425150 0.692165 -5.219742 0.015 -0.011 0.057
C 0.600512 0.055735 -4.536805 -0.035 0.048 0.034
C 0.613556 0.100069 -3.162310 0.115 0.154 -0.008
N -0.321516 0.725765 -2.402700 -0.082 0.322 -0.559
H -2.240675 1.815365 -4.941513 -0.015 -0.001 -0.022
H -0.471184 0.693024 -6.298951 0.004 0.002 -0.050
H 1.392388 -0.471030 -5.047934 0.021 -0.009 -0.049
H 1.394035 -0.398960 -2.603064 -0.026 0.071 -0.055